This record from the Open Molecules 2025 dataset describes a gas-phase ion, C5H3N2O6S (charge -1) at a distorted geometry. The level of theory is wB97M-V/def2-TZVPD.

Values from the calculation:
- gap between HOMO and LUMO (eV) = 7.10
- LUMO (hartree) = 0.110
- total energy (hartree) = -1151.3025
- total charge = -1

Last column: Löwdin charge in e.
Geometry (Å):
C -0.598 0.776 1.041  -0.3524
C 0.620 0.481 0.273  -0.1975
C 0.823 -0.921 0.254  -0.3488
C -2.285 0.364 -1.882  -0.2406
C 1.654 -1.674 -0.478  0.0683
N 1.347 1.350 -0.449  -0.3835
N -1.987 0.229 -0.707  0.0745
O -1.814 1.068 0.314  -0.1393
O 1.095 2.565 -0.417  -0.0306
O 2.356 0.940 -1.103  -0.0417
O -2.475 0.092 -3.013  0.1322
O -0.011 -1.672 1.103  -0.2638
O -0.716 -0.705 3.282  -0.4655
S -1.108 -0.740 1.877  0.9863
H -0.529 1.707 1.718  0.1720
H 2.071 -1.193 -1.292  0.0197
H 1.554 -2.667 -0.520  0.0108